Record 1
Formula: C44H55CsGeIN13
Source: the Open Molecules 2025 dataset
Level of theory: ωB97M-V with the def2-TZVPD basis set

Geometry (Å):
N: -3.2174 2.9182 -1.8201
H: 2.4514 -0.5964 -8.2051
H: -2.4280 -1.2895 -2.9804
H: -3.3202 -5.8310 -3.4503
C: 3.6158 4.5347 2.1690
C: 2.4479 -1.6212 4.3430
H: 2.5994 2.3100 -0.2099
N: 4.9707 -1.7244 -10.3721
N: -0.7877 2.1686 3.3368
H: -2.5628 -3.5010 0.8301
H: -4.8200 -1.9442 -2.8304
C: -3.5959 1.6128 -2.0118
C: -2.1964 -1.1055 2.4894
C: 3.5940 3.4016 1.3578
H: -2.4094 7.3757 -3.2360
H: -3.6549 0.0421 5.7225
C: 0.2438 6.0862 -1.5509
H: 5.9248 -1.5402 -4.8382
N: 0.4444 -3.2392 -0.2621
N: 2.3929 0.2057 2.7313
H: -4.7080 -3.4135 2.3343
H: 4.7161 -0.2040 5.1247
H: 2.9388 0.8513 2.1707
H: 4.9149 -2.0625 3.3053
H: -1.5253 1.0796 4.9526
C: 3.7847 -0.5210 -1.6112
H: 3.8356 -1.9627 1.9134
C: -1.8364 -5.1302 -2.0645
C: -4.1266 -4.2668 -0.4636
I: 1.0202 1.8016 7.1647
C: -1.8073 6.6556 -2.6930
H: -4.2997 -3.2694 -0.8775
C: -0.5252 6.9981 -2.2430
H: 3.0561 -2.0868 5.1232
H: -5.6513 2.1123 -1.6182
H: 4.5336 1.1026 3.9364
N: 1.5186 -0.4699 1.8486
C: 3.9034 -0.8659 -5.1544
C: -0.5574 -3.6651 -0.6447
N: 0.3311 2.8947 3.1917
H: -2.5903 -0.1812 2.0131
C: -4.3647 -0.2665 4.9489
H: -5.7155 -1.9634 2.4218
H: 4.4101 4.6891 2.8891
N: 3.6271 -0.6558 -3.7915
H: -4.8496 -4.4248 0.3384
H: -3.2505 5.0687 -2.8087
C: 1.5439 4.1348 0.2434
H: 1.2451 6.3583 -1.2399
H: -5.6698 -3.0945 3.7957
H: 1.9634 -0.2275 -5.8465
C: 1.0969 2.9267 4.2947
H: 2.0407 3.4439 4.3246
H: -2.3430 -3.7834 4.5105
H: 4.3957 2.6718 1.4426
C: -4.2844 -5.3136 -1.5667
Cs: -0.5181 0.9346 -0.4619
H: -1.6230 -6.1443 -1.6947
N: 2.5296 -0.0745 -1.9521
C: -3.2372 -5.0837 -2.6570
C: 2.5833 5.4594 2.0278
H: -5.2620 -0.6544 5.4433
H: -1.9710 -2.4746 5.6356
C: 0.4285 2.1664 5.2237
C: 4.7376 -1.5280 -9.2626
C: 3.2875 -0.6275 3.5465
H: 0.6968 -0.8106 2.3448
H: -3.3934 -4.0974 -3.1033
C: -4.9801 1.3184 -1.9171
H: 6.3960 -1.9064 -7.2039
Ge: -3.5205 -1.6297 3.7630
H: 5.4696 -1.2819 -2.8336
H: -6.4792 -0.1864 -2.0978
H: -4.1474 -6.3148 -1.1397
C: 2.5949 3.1927 0.4223
H: 3.2658 0.8255 5.1394
C: 2.9366 -0.6011 -6.1291
H: 2.5651 6.3442 2.6569
N: 0.5363 3.8389 -0.6172
C: 4.3233 -1.3739 2.6952
H: -3.5322 -3.3157 5.7487
H: -0.1255 7.9858 -2.4523
H: 0.5392 3.3365 2.3059
C: -2.7736 -2.9376 5.0545
C: 5.1527 -1.3363 -5.5653
H: 1.6071 -1.1040 4.8113
C: 4.4794 -0.8827 -2.7207
H: -1.0823 -4.8793 -2.8089
C: 4.4551 -1.2909 -7.8779
C: 3.9962 0.3302 4.4978
H: 5.0064 -0.6646 2.2164
H: 2.0460 -2.4093 3.7041
H: -4.6361 0.6209 4.3723
C: 3.2091 -0.8095 -7.4628
C: -3.1784 -0.5654 -2.6652
N: -1.7468 -4.1689 -0.9716
C: -5.0724 -2.6289 3.0041
C: -0.2124 4.7713 -1.2537
C: -1.5191 4.4231 -1.7508
H: 1.6095 0.1168 -3.8371
H: 0.7684 5.9939 1.0241
C: -2.7238 -4.3127 0.1166
C: 1.5698 5.2705 1.1017
H: -2.5617 -5.2673 0.6376
C: -0.7386 1.7153 4.5774
H: -5.2900 -5.2766 -1.9909
C: -4.5073 -0.9366 -2.5873
H: 4.1123 -0.5529 -0.5836
C: 2.4661 -0.1635 -3.2473
C: -5.4253 0.0520 -2.1890
C: 5.4226 -1.5444 -6.9002
N: -2.7110 0.6526 -2.3808
H: 1.9523 -1.2526 1.3642
N: -1.9586 3.1324 -1.5474
C: -2.2797 5.3833 -2.4501

Output
Largest force on an atom: 1.45 eV/A
Net charge: -2
ΔE to the lowest compared entry with this formula, charge and spin: 67.63 kJ/mol

Mulliken atomic charge list, values in e, 99 entries:
1 N -1.053
2 H 0.430
3 H 0.363
4 H 0.383
5 C -0.871
6 C -1.918
7 H 0.666
8 N -0.536
9 N -0.798
10 H 0.299
11 H 0.455
12 C 0.100
13 C -0.689
14 C -0.027
15 H 0.338
16 H 0.364
17 C -0.590
18 H 0.303
19 N -0.548
20 N 0.496
21 H 0.010
22 H 0.462
23 H -0.420
24 H 0.470
25 H 0.263
26 C -0.696
27 H 0.349
28 C -0.881
29 C -0.056
30 I 0.064
31 C -0.701
32 H -0.102
33 C -0.628
34 H 0.491
35 H 0.387
36 H 0.281
37 N 0.141
38 C 1.962
39 C 0.195
40 N 0.569
41 H 0.065
42 C -1.248
43 H 0.339
44 H 0.336
45 N 0.341
46 H 0.324
47 H 0.406
48 C -1.208
49 H 0.363
50 H 0.413
51 H 0.281
52 C -0.397
53 H 0.560
54 H 0.350
55 H 0.417
56 C -0.889
57 Cs 0.853
58 H 0.361
59 N 0.014
60 C -0.426
61 C -0.627
62 H 0.382
63 H 0.361
64 C -0.655
65 C 0.122
66 C 1.838
67 H -0.042
68 H 0.098
69 C -0.334
70 H 0.417
71 Ge 0.287
72 H 0.298
73 H 0.360
74 H 0.366
75 C -0.110
76 H 0.013
77 C -0.554
78 H 0.292
79 N 0.020
80 C -1.741
81 H 0.383
82 H 0.337
83 H 0.382
84 C -1.303
85 C -0.430
86 H 0.326
87 C -0.343
88 H 0.433
89 C 0.322
90 C -1.311
91 H 0.305
92 H 0.371
93 H 0.319
94 C -1.084
95 C -0.359
96 N 0.486
97 C -0.959
98 C -0.255
99 C -0.033

Record 2
Formula: C44H56CaN3PSSi2
Source: the Open Molecules 2025 dataset
Level of theory: ωB97M-V with the def2-TZVPD basis set

Geometry (Å):
C: 0.9254 -0.7287 -3.5643
C: -1.7060 -2.4137 -1.6053
C: 3.2222 -0.6035 -1.8430
H: -1.9978 4.1479 1.6044
H: 3.5824 0.5462 4.4582
C: -2.3680 -3.0305 3.1003
N: -0.9334 -1.5128 1.5725
H: 0.4912 2.9636 -2.8713
H: -2.5783 -0.0773 -2.6552
P: 1.6609 0.3091 -2.2639
H: -6.0359 -4.3205 -0.5988
C: -3.8241 -0.1196 0.4145
C: 4.2097 -0.7926 -2.9894
H: 1.5152 -1.9585 3.1400
H: 4.5296 0.1562 -3.4252
C: 1.3557 2.6082 5.9163
H: 5.1060 -1.3101 -2.6317
H: -0.6059 -3.0929 -6.2100
C: 3.1352 2.6306 -2.1544
Si: -0.7893 2.0708 2.3236
H: -1.3777 4.3886 3.2550
H: 3.7706 -1.3984 -3.7847
C: -3.2577 -0.8960 -2.8915
H: -3.2404 1.6625 2.8249
H: 0.4548 -3.3110 0.0021
C: -2.6216 -4.2990 -0.3798
H: -5.8717 -0.3414 1.0133
H: -4.6589 -5.3208 5.1451
N: -2.8766 0.5928 -0.1942
C: -0.6456 -2.4575 -4.1851
H: 4.4986 0.0569 0.8880
C: -4.3473 -3.3336 4.4079
C: 2.6833 1.1467 4.5658
H: 3.2412 1.7743 6.5441
H: -2.4497 -5.1810 0.2337
H: 4.0528 2.1234 -1.8516
H: -1.4325 -3.1578 -3.9338
C: -1.5246 -3.5769 -0.8260
C: -2.0136 -4.3688 3.2657
H: 3.1867 -1.5324 3.5318
C: -0.1457 -1.5961 -3.1629
H: -0.2965 4.5086 1.8530
C: -2.3175 1.5076 3.3956
H: 1.5183 3.5117 -4.2064
C: 2.4996 1.8366 5.7523
H: 2.1648 -0.0376 -5.1546
H: 2.2529 -1.7901 -0.3221
C: -3.9240 -3.9329 -0.7086
H: -3.5021 -1.0747 0.8177
C: -3.0136 -2.0793 -2.0024
Si: 2.1458 0.1636 1.8814
C: -0.1358 -4.0569 -0.5237
H: -0.1686 -4.9716 0.0742
H: 3.4113 3.5923 -2.5976
H: -3.7630 -1.4507 3.5282
H: -2.2549 0.4392 3.6343
H: -2.5910 -6.2325 4.1448
C: 2.8773 -1.9406 -1.2035
H: 2.0883 -0.7080 -7.4119
C: 2.4499 -1.5713 2.7214
H: -3.0880 -1.1504 -3.9418
H: -0.4660 3.2617 5.0276
H: -5.0364 -5.7610 -0.3891
H: 1.8239 -2.4389 -7.5910
C: -5.4686 1.5225 -0.0428
C: -0.1685 -2.4173 -5.4769
C: -5.1052 -4.6924 -0.1668
H: -5.2498 -2.9375 4.8539
S: -1.9217 2.6005 -1.6146
C: 1.1408 2.6281 -3.6817
H: -1.1093 -4.7475 2.8105
C: -4.0878 -2.8363 -1.5396
C: 0.4299 2.6611 4.8887
H: -6.4838 1.9012 0.0199
C: -5.1396 0.2820 0.5173
C: 1.3465 -1.5001 -7.2902
C: 0.5972 1.9705 3.6792
C: -3.5247 -2.4972 3.6681
C: -3.1794 1.7756 -0.7726
H: -5.0918 -2.5241 -1.8169
H: 4.5955 0.5440 2.5750
C: 1.3667 -0.7230 -4.8807
C: 4.0133 0.6672 1.6552
H: 2.3397 -2.5832 -1.9040
H: 0.4054 -4.2683 -1.4495
H: 0.5214 2.0526 -4.3711
H: 4.0978 1.7137 1.3445
C: 2.3062 1.8058 -3.1407
H: 3.6760 0.0194 -1.0698
H: 2.9453 1.5133 -3.9812
H: 2.8033 -2.2987 1.9815
C: -4.5050 2.2631 -0.6753
C: -1.5485 -2.1747 2.2771
H: 0.5441 -1.3049 -8.0084
H: -5.1858 -4.5932 0.9200
C: -2.8473 -5.1900 4.0094
H: 1.1884 3.1596 6.8378
N: -0.6023 -1.5997 -1.8936
C: 1.7629 1.1901 3.5067
C: -1.1489 3.9647 2.2698
Ca: -0.4079 0.3615 -0.0281
H: 2.5641 2.8323 -1.2441
H: -4.7282 3.2235 -1.1205
H: -2.4069 2.0533 4.3433
H: -4.2825 -0.5349 -2.7831
H: 3.7906 -2.4562 -0.8889
C: 0.8427 -1.5418 -5.8740
C: -4.0085 -4.6717 4.5709

Output
Largest force on an atom: 0.82 eV/A
Net charge: -2
ΔE to the lowest compared entry with this formula, charge and spin: 0.00 kJ/mol

Mulliken atomic charge list, values in e, 99 entries:
1 C -0.257
2 C -0.258
3 C 1.283
4 H 0.208
5 H 0.052
6 C 0.641
7 N 0.454
8 H 0.121
9 H 0.162
10 P 1.532
11 H 0.386
12 C -0.503
13 C -1.837
14 H 0.190
15 H 0.349
16 C -0.737
17 H 0.505
18 H 0.291
19 C -1.528
20 Si 0.346
21 H 0.313
22 H 0.334
23 C -2.057
24 H 0.249
25 H -0.123
26 C -0.620
27 H 0.461
28 H 0.381
29 N 0.836
30 C -0.754
31 H 0.296
32 C -0.752
33 C -0.447
34 H 0.350
35 H 0.313
36 H 0.295
37 H 0.401
38 C 0.195
39 C -0.363
40 H 0.516
41 C -0.778
42 H 0.251
43 C -1.224
44 H 0.485
45 C -0.716
46 H 0.128
47 H -0.455
48 C 0.775
49 H 0.264
50 C 1.127
51 Si 0.427
52 C -1.040
53 H 0.439
54 H 0.476
55 H 0.379
56 H -0.050
57 H 0.388
58 C -1.113
59 H 0.338
60 C -1.587
61 H 0.492
62 H 0.120
63 H 0.353
64 H 0.301
65 C -0.563
66 C -1.116
67 C -1.710
68 H 0.406
69 S -0.527
70 C -1.544
71 H 0.540
72 C -0.802
73 C -0.348
74 H 0.383
75 C -0.945
76 C -1.690
77 C 0.705
78 C -0.171
79 C 0.018
80 H 0.244
81 H 0.469
82 C 0.392
83 C -1.608
84 H 0.278
85 H 0.293
86 H 0.288
87 H 0.276
88 C 0.456
89 H -0.345
90 H 0.199
91 H 0.346
92 C -0.985
93 C -1.059
94 H 0.319
95 H 0.264
96 C -0.708
97 H 0.351
98 N 1.875
99 C 0.621